1.
ORCA calculation (ωB97M-V/def2-TZVPD) on C18H28N6O3S2 in the gas phase.

Its orbital gap is 8.867 eV. For the strongest force on any atom, the calculation gives 1.790 eV/Å. As for the energy relative to the best compared isomer or geometry (same formula, charge and spin): 6.15 kcal/mol. The structure (SMILES) is CCCCn1c(N)c(N(CC(C)C)C(=O)CCCSc2nncs2)c(=O)[nH]c1=O. For the total energy, the calculation gives -2053.4072 Ha.

Geometry as ORCA input:
```
! RIJCOSX wB97M-V def2-TZVPD def2/J DEFGRID3
* xyz 0 1
C 3.78 1.81 -0.39
C 4.42 1.02 -1.54
C 3.40 0.28 -2.41
C 3.08 -1.13 -1.91
N 2.50 -1.16 -0.58
C 1.22 -0.71 -0.34
N 0.47 -0.31 -1.39
C 0.73 -0.64 0.94
N -0.58 -0.12 1.19
C -0.61 1.24 1.72
C -0.24 2.29 0.67
C 0.13 3.60 1.37
C -1.39 2.52 -0.30
C -1.68 -0.91 1.29
O -2.77 -0.45 1.59
C -1.47 -2.39 1.00
C -2.75 -3.04 0.46
C -2.92 -2.84 -1.03
S -2.89 -1.08 -1.52
C -4.33 -0.53 -0.73
N -5.26 -1.32 -0.30
N -6.26 -0.67 0.27
C -6.12 0.60 0.29
S -4.65 1.16 -0.44
C 1.52 -1.05 2.07
O 1.19 -1.04 3.24
N 2.79 -1.52 1.70
C 3.33 -1.59 0.45
O 4.44 -2.01 0.25
H 3.28 1.15 0.32
H 4.55 2.36 0.14
H 3.05 2.52 -0.78
H 4.97 1.72 -2.16
H 5.13 0.30 -1.13
H 3.80 0.17 -3.42
H 2.49 0.88 -2.48
H 2.42 -1.65 -2.61
H 4.01 -1.70 -1.83
H 0.70 -0.59 -2.33
H -0.51 -0.13 -1.20
H 0.08 1.29 2.57
H -1.63 1.41 2.08
H 0.63 1.94 0.12
H -0.70 3.95 1.98
H 0.99 3.46 2.02
H 0.36 4.37 0.64
H -1.09 3.17 -1.12
H -2.23 2.99 0.21
H -1.75 1.58 -0.72
H -1.20 -2.84 1.96
H -0.64 -2.54 0.31
H -3.61 -2.62 0.99
H -2.73 -4.11 0.65
H -3.88 -3.24 -1.37
H -2.11 -3.29 -1.60
H -6.83 1.27 0.71
H 3.38 -1.83 2.46
*
```


2.
ORCA calculation (ωB97M-V/def2-TZVPD) on 8 unconnected molecules or ions with the total composition C18H28O20.

Its orbital gap is 10.283 eV. For the strongest force on any atom, the calculation gives 13.009 eV/Å. As for the energy relative to the best compared isomer or geometry (same formula, charge and spin): 77.46 kcal/mol. The structure (SMILES) is O=C1OCCO1.O=C1OCCO1.O=C1OCCO1.O=C1OCCO1.O=C1OCCO1.O=C1OCCO1.O.O. For the total energy, the calculation gives -2207.4446 Ha.

Geometry as ORCA input:
```
! RIJCOSX wB97M-V def2-TZVPD def2/J DEFGRID3
* xyz 0 1
O 0.46 1.63 -3.78
C 0.57 2.25 -2.78
O 0.90 1.77 -1.64
C 1.03 2.84 -0.67
C 0.60 3.98 -1.50
O 0.44 3.42 -2.76
H 0.25 2.68 0.08
H 2.01 2.98 -0.22
H 1.40 4.72 -1.56
H -0.27 4.50 -1.10
O -3.59 -3.30 -2.82
C -2.41 -3.02 -2.89
O -1.94 -2.10 -3.79
C -0.54 -1.79 -3.64
C -0.11 -3.04 -2.87
O -1.30 -3.45 -2.17
H -0.03 -1.79 -4.60
H -0.25 -0.86 -3.14
H 0.63 -2.69 -2.15
H 0.23 -3.89 -3.45
O -1.98 0.51 -1.67
C -3.11 0.70 -1.22
O -3.62 -0.04 -0.24
C -4.86 0.54 0.15
C -5.11 1.76 -0.83
O -3.87 1.85 -1.43
H -5.66 -0.19 -0.01
H -4.86 0.78 1.22
H -5.20 2.70 -0.28
H -5.93 1.67 -1.55
O -4.79 -4.60 3.47
C -3.90 -4.24 2.73
O -2.78 -4.95 2.42
C -1.97 -4.12 1.60
C -2.90 -2.96 1.16
O -3.98 -3.14 2.04
H -1.02 -3.83 2.06
H -1.75 -4.59 0.64
H -3.08 -3.22 0.12
H -2.32 -2.06 1.38
O 3.46 0.91 0.23
C 4.70 0.90 0.14
O 5.54 1.58 0.96
C 6.87 1.32 0.45
C 6.78 0.14 -0.44
O 5.39 0.13 -0.61
H 7.21 2.21 -0.08
H 7.51 1.05 1.30
H 7.17 -0.76 0.04
H 7.21 0.20 -1.44
O -1.36 3.72 3.23
C -0.35 3.03 3.13
O 0.81 3.53 2.68
C 1.84 2.61 2.82
C 1.14 1.23 2.89
O -0.18 1.69 3.34
H 2.46 2.43 1.95
H 2.47 2.84 3.68
H 1.58 0.64 3.70
H 1.06 0.65 1.97
O 0.87 -2.06 2.49
H 0.78 -1.95 1.54
H 1.69 -2.55 2.59
O 0.09 -0.63 -0.10
H -0.74 -0.45 -0.55
H 0.59 0.19 -0.19
*
```


3.
ORCA calculation (ωB97M-V/def2-TZVPD) on 2 unconnected molecules or ions with the total composition C18H28OS2.

Its orbital gap is 3.562 eV. For the strongest force on any atom, the calculation gives 1.977 eV/Å. For the total energy, the calculation gives -1574.1631 Ha.

Geometry as ORCA input:
```
! RIJCOSX wB97M-V def2-TZVPD def2/J DEFGRID3
* xyz 0 1
C -3.79 -1.92 1.12
C -2.59 -0.98 0.95
C -2.86 -0.13 -0.30
C -2.51 -0.07 2.18
C -1.26 -1.77 0.81
C 0.01 -1.08 0.57
O 0.00 0.09 0.10
C 1.27 -1.79 0.82
C 2.61 -1.01 0.98
C 3.80 -1.97 1.16
C 2.54 -0.11 2.22
C 2.91 -0.17 -0.26
C 1.21 -3.15 0.95
C -0.01 -3.83 1.01
C -1.22 -3.15 0.94
H -3.70 -2.53 2.02
H -4.72 -1.33 1.19
H -3.89 -2.59 0.25
H -2.05 0.59 -0.46
H -2.91 -0.79 -1.18
H -3.81 0.40 -0.20
H -1.70 0.65 2.08
H -3.46 0.47 2.31
H -2.34 -0.68 3.08
H 3.89 -2.64 0.29
H 4.73 -1.40 1.25
H 3.69 -2.58 2.07
H 1.73 0.62 2.11
H 2.35 -0.71 3.11
H 3.48 0.42 2.36
H 2.13 0.58 -0.41
H 3.88 0.33 -0.15
H 2.94 -0.81 -1.14
H 2.15 -3.72 1.03
H -0.02 -4.91 1.14
H -2.16 -3.69 1.01
C -0.41 3.94 -3.66
C 0.76 2.98 -3.62
S 0.34 1.49 -2.64
C -0.01 2.23 -1.14
S -1.01 3.55 -0.96
C -0.54 4.65 -2.32
H -0.17 4.71 -4.40
H -1.34 3.45 -3.96
H 1.04 2.59 -4.62
H 1.63 3.43 -3.13
H 0.33 1.77 -0.23
H 0.41 5.12 -2.03
H -1.35 5.39 -2.31
*
```


4.
ORCA calculation (ωB97M-V/def2-TZVPD) on a molecular structure, C18H29BF2N3O4PtSi2.

Its orbital gap is 7.011 eV. For the strongest force on any atom, the calculation gives 0.529 eV/Å. As for the energy relative to the best compared isomer or geometry (same formula, charge and spin): 36.47 kcal/mol. For the total energy, the calculation gives -2091.7329 Ha.

Geometry as ORCA input:
```
! RIJCOSX wB97M-V def2-TZVPD def2/J DEFGRID3
* xyz -1 1
Pt -0.06 0.78 -0.30
O 0.26 2.67 5.46
C 0.27 1.36 5.42
O 0.34 0.66 6.40
C 0.18 0.74 4.06
C 0.14 -0.62 3.87
N 0.02 -0.82 2.54
N 0.00 0.33 1.87
C 0.08 1.30 2.77
C 0.06 2.73 2.27
O 0.05 3.61 3.16
O 0.05 2.88 1.04
H 0.19 3.08 4.52
H 0.17 -1.43 4.58
H -0.03 -1.68 2.02
C -6.80 0.11 -0.74
C -5.31 0.08 -0.51
C -4.73 0.71 0.58
C -3.35 0.65 0.74
N -2.55 0.02 -0.11
C -3.10 -0.57 -1.16
C -4.46 -0.58 -1.40
H -7.29 0.75 -0.01
H -7.22 -0.90 -0.65
H -7.03 0.47 -1.74
H -5.34 1.25 1.30
H -2.87 1.14 1.58
H -2.41 -1.06 -1.85
H -4.85 -1.08 -2.28
C 3.44 1.00 1.26
Si 3.13 0.61 -0.56
C 3.16 2.23 -1.49
C 4.67 -0.32 -1.16
C 1.60 -0.45 -0.65
Si 1.22 -1.82 -1.82
C 2.71 -2.94 -2.17
C 0.55 -1.45 -3.54
C -0.01 -2.96 -0.94
H 4.43 1.44 1.39
H 3.37 0.11 1.88
H 2.71 1.73 1.62
H 4.13 2.71 -1.32
H 2.37 2.89 -1.13
H 3.02 2.09 -2.56
H 5.56 0.30 -0.99
H 4.62 -0.54 -2.23
H 4.82 -1.26 -0.63
H 1.59 -0.97 0.33
H 3.48 -2.43 -2.75
H 2.38 -3.82 -2.74
H 3.17 -3.29 -1.25
H 1.36 -1.15 -4.21
H -0.21 -0.68 -3.59
H 0.11 -2.37 -3.96
H 0.52 -3.58 -0.21
H -0.53 -3.65 -1.62
H -0.78 -2.38 -0.41
F -1.46 1.30 -2.77
B -0.22 1.30 -2.17
F 0.69 1.80 -3.03
*
```


5.
ORCA calculation (ωB97M-V/def2-TZVPD) on a molecular structure, C18H29CaN4O7S2.

Its orbital gap is 8.341 eV. For the strongest force on any atom, the calculation gives 2.446 eV/Å. As for the energy relative to the best compared isomer or geometry (same formula, charge and spin): 3.38 kcal/mol. For the total energy, the calculation gives -2922.9193 Ha.

Geometry as ORCA input:
```
! RIJCOSX wB97M-V def2-TZVPD def2/J DEFGRID3
* xyz 1 1
Ca -0.22 -0.29 0.28
C -2.32 0.74 2.91
C -2.59 1.76 1.84
O -2.20 1.20 0.55
C -2.33 2.22 -0.45
C -1.20 2.26 -1.46
O 0.13 2.06 -0.94
C 0.85 3.17 -0.40
C 0.69 3.23 1.07
O 0.74 1.91 1.64
C 0.74 1.93 3.04
C 0.10 0.70 3.61
O -0.97 0.18 2.78
H -2.98 -0.10 2.78
H -2.47 1.22 3.88
H -1.98 2.64 1.99
H -3.70 2.02 1.87
H -2.43 3.24 -0.06
H -3.25 2.01 -0.99
H -1.28 3.17 -2.07
H -1.38 1.47 -2.15
H 0.53 4.10 -0.85
H 1.90 3.01 -0.65
H -0.25 3.76 1.33
H 1.50 3.84 1.46
H 0.28 2.83 3.44
H 1.80 1.93 3.41
H -0.33 0.95 4.59
H 0.88 -0.06 3.67
N 2.86 -1.97 1.66
C 1.85 -2.89 1.64
N 0.69 -2.55 1.10
C -0.29 -3.50 1.35
C 0.03 -4.46 2.31
S 1.78 -4.34 2.64
C -1.56 -3.38 0.55
C -2.63 -4.26 0.43
S -3.64 -3.90 -0.98
C -2.59 -2.48 -1.25
N -1.64 -2.33 -0.38
N -2.62 -1.64 -2.31
H 2.95 -1.44 0.76
H 3.75 -2.15 2.14
H -0.56 -5.35 2.54
H -2.89 -5.11 1.09
H -3.26 -1.86 -3.10
H -1.70 -1.26 -2.61
C 2.99 1.10 -3.03
C 2.41 -0.34 -3.04
C 1.54 -0.57 -4.28
O 3.58 -1.16 -2.92
C 1.50 -0.54 -1.77
O 2.06 -0.44 -0.64
O 0.26 -0.71 -1.90
H 3.85 1.10 -3.69
H 3.29 1.36 -2.00
H 2.30 1.84 -3.39
H 2.13 -0.68 -5.14
H 0.88 0.31 -4.45
H 0.96 -1.49 -4.22
H 3.51 -2.06 -3.24
*
```


6.
ORCA calculation (ωB97M-V/def2-TZVPD) on a molecular structure, C18H29F3MgN4O4PS3.

Its orbital gap is 7.372 eV. For the strongest force on any atom, the calculation gives 0.804 eV/Å. As for the energy relative to the best compared isomer or geometry (same formula, charge and spin): 7.00 kcal/mol. For the total energy, the calculation gives -3259.2699 Ha.

Geometry as ORCA input:
```
! RIJCOSX wB97M-V def2-TZVPD def2/J DEFGRID3
* xyz -1 1
Mg -1.57 -0.19 0.01
F -1.21 1.73 5.24
C 0.00 1.85 4.68
F 0.09 3.09 4.20
F 0.88 1.79 5.71
C 0.27 0.78 3.66
C 1.31 -0.10 3.86
C 1.58 -1.12 2.95
C 0.74 -1.21 1.86
N -0.28 -0.38 1.66
C -0.54 0.67 2.49
S -1.81 1.72 2.01
H 1.93 0.00 4.74
H 2.40 -1.81 3.08
H 0.87 -1.98 1.10
N -3.00 0.63 -1.39
C -2.97 -0.24 -2.60
C -3.43 -1.66 -2.28
C -2.57 -2.47 -1.30
O -2.95 -3.60 -1.01
O -1.52 -1.89 -0.85
H -3.93 0.70 -1.00
H -2.68 1.57 -1.63
H -1.94 -0.25 -2.96
H -3.60 0.17 -3.39
H -3.48 -2.23 -3.20
H -4.45 -1.66 -1.87
C -2.65 -4.12 2.36
N -3.07 -2.80 2.81
C -2.84 -2.42 4.20
C -3.28 -1.85 1.93
N -3.40 -1.01 1.15
H -3.25 -4.88 2.87
H -1.60 -4.27 2.60
H -2.78 -4.19 1.28
H -3.45 -3.03 4.87
H -3.09 -1.37 4.33
H -1.78 -2.55 4.46
C 3.34 1.08 -0.01
C 3.56 -0.14 -0.88
C 4.78 -0.01 -1.78
O 2.43 -0.53 -1.67
P 1.38 0.38 -2.47
S 0.55 -0.70 -3.86
S 0.21 1.34 -1.15
O 2.39 1.48 -3.07
C 2.06 2.72 -3.68
C 0.74 2.69 -4.41
C 2.15 3.83 -2.65
H 4.24 1.23 0.59
H 2.49 0.95 0.65
H 3.17 1.97 -0.61
H 3.71 -1.01 -0.23
H 4.69 0.87 -2.42
H 4.87 -0.89 -2.42
H 5.68 0.08 -1.17
H 2.86 2.86 -4.42
H -0.10 2.58 -3.71
H 0.69 1.87 -5.12
H 0.62 3.64 -4.94
H 1.39 3.69 -1.88
H 2.00 4.79 -3.13
H 3.13 3.83 -2.17
*
```


7.
ORCA calculation (ωB97M-V/def2-TZVPD) on 9 unconnected molecules or ions with the total composition C18H29F4N2O18.

Its orbital gap is 5.745 eV. For the strongest force on any atom, the calculation gives 7.882 eV/Å. As for the energy relative to the best compared isomer or geometry (same formula, charge and spin): 112.12 kcal/mol. For the total energy, the calculation gives -2566.6340 Ha.

Geometry as ORCA input:
```
! RIJCOSX wB97M-V def2-TZVPD def2/J DEFGRID3
* xyz -1 1
N 0.95 -0.35 -0.05
H 1.32 0.39 0.53
H 0.32 -0.93 0.47
H 1.69 -0.87 -0.52
H 0.33 0.09 -0.72
N 4.00 -0.10 1.08
H 3.45 0.74 1.19
H 3.47 -0.70 1.70
H 4.97 -0.04 1.34
H 3.90 -0.54 0.18
C 1.47 -1.21 4.77
C 2.51 -1.45 3.73
O 3.70 -1.41 4.01
O 2.22 -1.43 2.49
H 1.73 -0.18 5.00
H 1.73 -1.90 5.58
H 0.48 -1.51 4.44
C 1.80 3.93 2.53
C 2.48 2.56 2.23
O 3.20 2.14 3.14
O 2.32 1.97 1.13
H 2.64 4.62 2.51
H 1.43 4.01 3.55
H 1.01 4.25 1.84
C 3.96 -2.70 -2.60
C 3.23 -1.96 -1.54
O 3.40 -0.80 -1.43
O 2.46 -2.55 -0.71
H 4.96 -3.04 -2.36
H 3.87 -2.25 -3.59
H 3.39 -3.62 -2.72
C 1.61 2.18 -3.68
C 0.13 2.00 -3.99
O 0.23 1.15 -5.15
C 1.29 0.34 -4.88
O 1.48 -0.81 -5.32
O 1.96 0.79 -3.85
F -0.37 3.19 -4.30
H 1.76 2.48 -2.65
H 2.25 2.77 -4.34
H -0.23 1.63 -3.03
C -2.94 -3.15 3.87
C -2.56 -4.22 2.88
O -1.48 -3.52 2.18
C -1.67 -2.20 2.29
O -0.96 -1.44 1.68
O -2.63 -1.98 3.25
F -3.59 -4.48 2.16
H -2.36 -3.22 4.78
H -3.97 -3.20 4.24
H -2.13 -5.08 3.40
C -2.20 4.24 -1.55
C -3.37 4.39 -0.52
O -3.03 3.34 0.36
C -1.92 2.75 0.06
O -1.52 1.71 0.52
O -1.31 3.42 -0.93
F -4.56 4.11 -1.05
H -1.76 5.22 -1.75
H -2.40 3.67 -2.46
H -3.51 5.32 0.01
C -4.30 -2.10 -2.67
C -4.31 -2.06 -1.17
O -3.16 -1.19 -0.94
C -2.73 -0.67 -1.98
O -1.84 0.18 -2.02
O -3.41 -1.08 -2.96
F -4.28 -3.32 -0.68
H -5.29 -1.79 -3.01
H -4.09 -3.08 -3.08
H -5.17 -1.44 -0.92
*
```


8.
ORCA calculation (ωB97M-V/def2-TZVPD) on a molecular structure, C18H29N2O2P2PtS.

Its orbital gap (spin up / spin down) is 4.890 / 5.657 eV. For the strongest force on any atom, the calculation gives 4.024 eV/Å. As for the expectation value of S²: 6.045. For the total energy, the calculation gives -2163.0119 Ha.

Geometry as ORCA input:
```
! RIJCOSX wB97M-V def2-TZVPD def2/J DEFGRID3
* xyz 1 5
C -0.94 3.03 -2.61
C -1.00 2.04 -1.63
N 0.13 1.73 -0.95
C 1.32 2.27 -1.25
C 1.39 3.35 -2.15
C 0.24 3.72 -2.85
C -2.31 1.40 -1.31
P -2.13 0.17 0.10
Pt -0.07 0.53 1.11
P 2.27 0.22 0.32
C 2.54 1.87 -0.42
C -0.11 -1.65 1.78
C -0.91 -1.65 2.90
C -0.91 -2.74 3.77
C -0.14 -3.87 3.47
C 0.57 -3.94 2.24
C 0.49 -2.84 1.34
O -2.12 -1.08 -4.81
O 1.53 -1.03 -3.36
H -1.86 3.32 -3.09
H 2.32 3.89 -2.29
H 0.25 4.55 -3.55
C -3.19 1.00 1.33
C -2.99 -1.37 -0.42
H 3.44 1.91 -1.05
H 2.60 2.64 0.38
H -2.80 0.93 -2.18
H -3.12 2.04 -0.93
C 3.19 0.19 1.84
C 3.16 -0.84 -0.85
H -1.60 -0.81 3.09
H -1.41 -2.63 4.75
H -0.08 -4.70 4.19
H 1.07 -4.88 1.99
H 1.00 -2.92 0.38
H 0.64 -0.67 -3.58
H 1.45 -1.97 -3.65
H -1.32 -0.66 -4.40
H -2.38 -0.17 -5.23
H 0.50 -0.73 0.27
H -4.03 1.35 0.73
H -3.55 0.41 2.17
H -2.69 1.86 1.79
H -4.07 -1.14 -0.48
H -2.63 -1.61 -1.43
H -2.87 -2.25 0.23
H 4.20 -0.47 -0.93
H 3.14 -1.86 -0.43
H 2.67 -0.80 -1.83
H 4.26 0.26 1.63
H 2.87 1.00 2.51
H 2.96 -0.77 2.31
S 0.16 2.36 2.49
C 0.37 1.32 3.80
N 0.51 0.68 4.78
*
```